Below is 9 unconnected molecules or ions with the total composition C33H60F30N9O23S10, with properties calculated with ωB97M-V with the def2-TZVPD basis set.

Last columns: bonded neighbours and bond lengths (Å).
Element x y z (Å)
1 C 11.266 16.975 -11.522  N2 1.550, H8 1.084, H9 1.088, H10 1.087
2 N 10.345 18.172 -11.173  C1 1.550, C3 1.503, C4 1.506, C5 1.512
3 C 9.132 18.055 -12.052  N2 1.503, H11 1.084, H12 1.086, H13 1.090
4 C 9.902 17.996 -9.744  N2 1.506, H14 1.091, H15 1.087, H16 1.087
5 C 11.138 19.455 -11.287  N2 1.512, C6 1.498, H17 1.091, H18 1.089
6 C 11.809 19.804 -12.581  C5 1.498, O7 1.414, H19 1.091, H20 1.097
7 O 12.788 18.824 -12.861  C6 1.414, H21 0.983
8 H 11.438 17.087 -12.587  C1 1.084
9 H 10.780 16.060 -11.192  C1 1.088
10 H 12.167 17.163 -10.944  C1 1.087
11 H 8.639 19.018 -11.982  C3 1.084
12 H 8.590 17.163 -11.754  C3 1.086
13 H 9.402 17.922 -13.099  C3 1.090
14 H 10.799 17.931 -9.126  C4 1.091
15 H 9.395 17.038 -9.661  C4 1.087
16 H 9.352 18.838 -9.332  C4 1.087
17 H 11.959 19.356 -10.574  C5 1.091
18 H 10.451 20.199 -10.886  C5 1.089
19 H 12.251 20.801 -12.626  C6 1.091
20 H 11.059 19.816 -13.382  C6 1.097
21 H 13.382 19.013 -13.622  O7 0.983
22 C 16.605 19.114 -7.448  N23 1.533, H29 1.089, H30 1.088, H31 1.087
23 N 15.712 17.989 -7.983  C22 1.533, C24 1.498, C25 1.523, C26 1.523
24 C 15.365 18.357 -9.393  N23 1.498, H32 1.086, H33 1.090, H34 1.091
25 C 16.522 16.701 -7.917  N23 1.523, H35 1.088, H36 1.087, H37 1.088
26 C 14.447 17.983 -7.136  N23 1.523, C27 1.500, H38 1.090, H39 1.091
27 C 13.561 16.788 -7.327  C26 1.500, O28 1.414, H40 1.098, H41 1.097
28 O 13.094 16.727 -8.660  C27 1.414, H42 0.986
29 H 15.961 19.962 -7.214  C22 1.089
30 H 17.289 19.344 -8.262  C22 1.088
31 H 17.179 18.831 -6.569  C22 1.087
32 H 14.710 17.666 -9.915  C24 1.086
33 H 16.284 18.524 -9.954  C24 1.090
34 H 14.832 19.308 -9.361  C24 1.091
35 H 15.893 16.015 -8.480  C25 1.088
36 H 16.675 16.452 -6.870  C25 1.087
37 H 17.501 16.861 -8.361  C25 1.088
38 H 13.954 18.943 -7.292  C26 1.090
39 H 14.834 18.048 -6.118  C26 1.091
40 H 12.653 16.858 -6.714  C27 1.098
41 H 13.995 15.868 -6.917  C27 1.097
42 H 12.606 15.869 -8.665  O28 0.986
43 C 4.905 15.437 -11.048  N44 1.500, H50 1.087, H51 1.089, H52 1.091
44 N 5.650 14.284 -11.652  C43 1.500, C45 1.503, C46 1.500, C47 1.523
45 C 7.043 14.209 -11.091  N44 1.503, H53 1.090, H54 1.086, H55 1.091
46 C 4.953 13.008 -11.285  N44 1.500, H56 1.087, H57 1.089, H58 1.089
47 C 5.761 14.462 -13.161  N44 1.523, C48 1.502, H59 1.090, H60 1.088
48 C 4.524 14.057 -13.909  C47 1.502, O49 1.424, H61 1.093, H62 1.097
49 O 3.450 14.977 -13.742  C48 1.424, H63 0.959
50 H 3.909 15.458 -11.482  C43 1.087
51 H 5.474 16.324 -11.322  C43 1.089
52 H 4.861 15.328 -9.963  C43 1.091
53 H 7.434 15.226 -11.095  C45 1.090
54 H 7.720 13.547 -11.623  C45 1.086
55 H 6.975 13.984 -10.026  C45 1.091
56 H 4.882 12.843 -10.213  C46 1.087
57 H 5.509 12.256 -11.843  C46 1.089
58 H 3.925 13.013 -11.643  C46 1.089
59 H 6.564 13.866 -13.592  C47 1.090
60 H 6.018 15.513 -13.271  C47 1.088
61 H 4.117 13.047 -13.814  C48 1.093
62 H 4.702 14.115 -14.991  C48 1.097
63 H 2.713 14.785 -14.326  O49 0.959
64 C 19.823 13.881 -15.176  C65 1.556, H73 1.089, H74 1.091, H75 1.089
65 C 18.539 14.751 -15.288  C64 1.556, C66 1.515, H76 1.090, H77 1.090
66 C 17.494 14.330 -14.275  C65 1.515, N67 1.505, H78 1.091, H79 1.089
67 N 16.210 15.105 -14.393  C66 1.505, C68 1.521, C69 1.562, C72 1.561
68 C 15.471 14.882 -15.704  N67 1.521, H80 1.087, H81 1.089, H82 1.086
69 C 15.202 14.623 -13.301  N67 1.562, C70 1.512, H83 1.090, H84 1.092
70 C 14.612 15.880 -12.705  C69 1.512, C71 1.482, H85 1.093, H86 1.090
71 C 15.649 16.936 -12.782  C70 1.482, C72 1.525, H87 1.089, H88 1.091
72 C 16.374 16.627 -14.088  N67 1.561, C71 1.525, H89 1.092, H90 1.088
73 H 19.707 12.876 -15.581  C64 1.089
74 H 20.063 13.875 -14.112  C64 1.091
75 H 20.675 14.322 -15.690  C64 1.089
76 H 18.094 14.748 -16.283  C65 1.090
77 H 18.932 15.742 -15.059  C65 1.090
78 H 17.871 14.626 -13.295  C66 1.091
79 H 17.206 13.284 -14.368  C66 1.089
80 H 15.419 13.816 -15.913  C68 1.087
81 H 16.038 15.348 -16.509  C68 1.089
82 H 14.527 15.409 -15.605  C68 1.086
83 H 14.432 13.921 -13.619  C69 1.090
84 H 15.759 14.005 -12.593  C69 1.092
85 H 13.711 16.132 -13.270  C70 1.093
86 H 14.240 15.706 -11.695  C70 1.090
87 H 15.156 17.904 -12.851  C71 1.089
88 H 16.255 16.907 -11.876  C71 1.091
89 H 15.902 17.033 -14.986  C72 1.092
90 H 17.402 16.949 -14.239  C72 1.088
91 C 2.920 14.870 -6.185  F92 1.312, F93 1.333, F94 1.333, S95 1.947
92 F 2.146 15.802 -6.687  C91 1.312
93 F 2.892 14.906 -4.852  C91 1.333
94 F 2.572 13.649 -6.592  C91 1.333
95 S 4.744 15.114 -6.818  C91 1.947, O96 1.437, O97 1.454, N98 1.682, S99 2.496
96 O 5.412 14.043 -6.131  S95 1.437
97 O 4.710 14.958 -8.264  S95 1.454
98 N 5.183 16.666 -6.342  S95 1.682, S99 1.549
99 S 6.709 16.639 -6.606  S95 2.496, N98 1.549, O100 1.460, O101 1.448, C102 1.945
100 O 7.533 16.096 -5.531  S99 1.460
101 O 7.064 16.371 -7.984  S99 1.448
102 C 7.033 18.554 -6.498  S99 1.945, F103 1.337, F104 1.325, F105 1.338
103 F 6.417 19.181 -7.505  C102 1.337
104 F 6.563 19.000 -5.342  C102 1.325
105 F 8.339 18.836 -6.572  C102 1.338
106 C 15.784 21.098 -13.195  F107 1.334, F108 1.320, F109 1.337, S110 1.964
107 F 14.876 21.356 -12.253  C106 1.334
108 F 16.598 22.137 -13.185  C106 1.320
109 F 16.384 19.944 -12.882  C106 1.337
110 S 14.796 21.075 -14.891  C106 1.964, O111 1.438, O112 1.440, N113 1.696, S114 2.597
111 O 13.650 21.925 -14.708  S110 1.438
112 O 15.720 21.538 -15.894  S110 1.440
113 N 14.280 19.461 -14.976  S110 1.696, S114 1.537
114 S 14.226 19.090 -16.467  S110 2.597, N113 1.537, O115 1.453, O116 1.449, C117 1.958
115 O 13.989 20.129 -17.454  S114 1.453
116 O 15.310 18.185 -16.794  S114 1.449
117 C 12.537 18.101 -16.502  S114 1.958, F118 1.318, F119 1.347, F120 1.341
118 F 11.824 18.629 -17.477  C117 1.318
119 F 12.699 16.790 -16.766  C117 1.347
120 F 11.793 18.234 -15.394  C117 1.341
121 C 10.623 13.662 -6.061  F122 1.340, F123 1.354, F124 1.298, S125 1.907
122 F 11.814 14.007 -5.551  C121 1.340
123 F 10.740 12.337 -6.318  C121 1.354
124 F 9.664 13.855 -5.209  C121 1.298
125 S 10.252 14.581 -7.690  C121 1.907, O126 1.426, O127 1.434, N128 1.727, S129 2.577
126 O 9.057 13.979 -8.184  S125 1.426
127 O 9.998 15.931 -7.280  S125 1.434
128 N 11.697 14.373 -8.611  S125 1.727, S129 1.581
129 S 11.260 13.299 -9.685  S125 2.577, N128 1.581, O130 1.447, O131 1.436, C132 1.874
130 O 10.880 12.036 -9.090  S129 1.447
131 O 10.360 13.824 -10.674  S129 1.436
132 C 12.872 12.863 -10.533  S129 1.874, F133 1.360, F134 1.330, F135 1.322
133 F 13.178 13.889 -11.371  C132 1.360
134 F 13.857 12.661 -9.663  C132 1.330
135 F 12.725 11.814 -11.325  C132 1.322
136 C 6.099 18.365 -14.617  F137 1.355, F138 1.316, F139 1.335, S140 1.903
137 F 7.045 17.633 -13.981  C136 1.355
138 F 6.057 18.003 -15.881  C136 1.316
139 F 4.908 18.118 -14.068  C136 1.335
140 S 6.513 20.218 -14.486  C136 1.903, O141 1.440, O142 1.454, N143 1.636, S144 2.596
141 O 7.766 20.404 -15.171  S140 1.440
142 O 5.352 20.849 -15.093  S140 1.454
143 N 6.643 20.310 -12.858  S140 1.636, S144 1.561
144 S 7.497 21.566 -12.497  S140 2.596, N143 1.561, O145 1.476, O146 1.451, C147 1.881
145 O 8.952 21.443 -12.714  S144 1.476
146 O 6.932 22.798 -13.015  S144 1.451
147 C 7.423 21.702 -10.623  S144 1.881, F148 1.321, F149 1.350, F150 1.318
148 F 6.237 22.117 -10.215  C147 1.321
149 F 7.688 20.492 -10.087  C147 1.350
150 F 8.348 22.549 -10.219  C147 1.318
151 C 14.785 20.135 -3.754  F152 1.337, F153 1.331, F154 1.340, S155 1.926
152 F 14.107 19.017 -4.030  C151 1.337
153 F 14.956 20.253 -2.439  C151 1.331
154 F 15.965 19.958 -4.364  C151 1.340
155 S 13.869 21.666 -4.479  C151 1.926, O156 1.457, O157 1.451, N158 1.694, S159 2.498
156 O 12.612 21.661 -3.742  S155 1.457
157 O 14.744 22.813 -4.326  S155 1.451
158 N 13.681 21.282 -6.118  S155 1.694, S159 1.579
159 S 12.274 21.949 -6.380  S155 2.498, N158 1.579, O160 1.453, O161 1.441, C162 1.903
160 O 11.063 21.226 -6.032  S159 1.453
161 O 12.234 23.375 -6.177  S159 1.441
162 C 12.309 21.660 -8.261  S159 1.903, F163 1.339, F164 1.356, F165 1.326
163 F 13.347 22.286 -8.829  C162 1.339
164 F 12.487 20.350 -8.561  C162 1.356
165 F 11.156 22.050 -8.789  C162 1.326

Summary:
HOMO energy ... -7.0943 eV
E ... -285565.182 eV
Total charge ... -1
Energy above the lowest of the compared OMol25 structures with the same formula, charge and spin ... 0.0 kJ/mol